1.
ORCA calculation (wB97M-V/def2-TZVPD) on a 2-piece molecular cluster, C4H7NO overall in a non-equilibrium geometry.

The geometry in ORCA input format:
```
! wB97M-V def2-TZVPD RIJCOSX def2/J DEFGRID3
* xyz 0 1
C -1.8458 0.2451 -0.0686
N -0.4939 0.0366 0.4004
C 0.2280 -0.8079 -0.2061
C 1.6381 -1.0836 0.2190
C 1.1099 2.4515 0.2270
O 0.1762 3.0686 0.0279
H -2.5478 -0.0034 0.7348
H -1.9785 1.3089 -0.2955
H -2.1051 -0.3461 -0.9618
H -0.1569 -1.3824 -1.0661
H 1.6877 -2.0500 0.7346
H 1.9788 -0.2998 0.8996
H 2.3093 -1.1375 -0.6452
*
```

Properties
**Energy relative to the best compared isomer or geometry (same formula, charge and spin)**: 1.4884 eV
**Highest occupied orbital energy**: -9.70 eV

=====

2.
ORCA calculation (wB97M-V/def2-TZVPD) on a 2-piece molecular cluster, C3H9NO2 overall in a non-equilibrium geometry.

The geometry in ORCA input format:
```
! wB97M-V def2-TZVPD RIJCOSX def2/J DEFGRID3
* xyz 0 1
C 1.2010 -2.2791 -0.5231
C -0.2398 -1.9633 -0.3950
O -0.8443 -0.9881 -0.7604
H 1.7422 -1.7038 -1.2793
H 1.2655 -3.3635 -0.5710
H 1.7664 -1.9896 0.3679
H -0.8554 -2.7769 0.0057
N -0.0812 1.2244 1.1234
C -0.5104 1.7344 -0.1841
O -0.9105 3.0921 -0.2445
H 0.7063 1.6707 1.5845
H -0.8062 1.3577 1.8265
H 0.3840 1.7355 -0.8046
H -1.2129 1.0084 -0.5462
H -1.6045 3.2411 0.4002
*
```

Properties
**SMILES string**: CC=O.NCO
**Energy relative to the best compared isomer or geometry (same formula, charge and spin)**: 2.0344 eV
**Highest occupied orbital energy**: -9.51 eV

=====

3.
ORCA calculation (wB97M-V/def2-TZVPD) on a 7-piece molecular cluster, C22H45BO11 overall in a non-equilibrium geometry.

The geometry in ORCA input format:
```
! wB97M-V def2-TZVPD RIJCOSX def2/J DEFGRID3
* xyz 0 1
C -1.4865 0.4389 -5.8406
B 0.0254 0.1008 -5.2653
O 1.1711 0.2962 -6.1949
O 0.3267 -0.3409 -3.8708
C -0.0076 0.8301 -2.9975
O -1.2708 0.8724 -2.5030
O 0.9468 1.8804 -2.6094
C 0.7819 3.1094 -3.4020
C 2.2317 3.5604 -4.0991
O 3.3802 3.2886 -3.2120
H -2.1293 -0.5303 -6.0211
H -1.3321 1.0854 -6.8285
H -2.0027 1.1858 -5.0662
H 1.1908 1.3086 -6.3299
H 0.0265 3.0117 -4.3019
H 0.4065 3.9968 -2.7280
H 2.1800 4.7482 -4.2053
H 2.3732 3.1169 -5.1733
H 3.4883 2.3109 -3.0217
C -0.7989 0.6079 0.2519
C -1.0934 0.7346 1.7227
C 0.0713 0.9768 2.6451
O -2.2416 0.6436 2.1543
H -1.7339 0.4350 -0.2917
H -0.3453 1.5311 -0.1171
H -0.1316 -0.2400 0.0784
H 0.5637 1.9166 2.3828
H 0.7774 0.1455 2.5781
H -0.2909 1.0469 3.6763
C -0.7940 -3.2268 -2.5895
C -0.0231 -4.0097 -3.6183
C 1.0800 -4.9069 -3.1241
O -0.2843 -3.9197 -4.8169
H -1.5582 -2.6231 -3.0906
H -1.2885 -3.9112 -1.8955
H -0.1192 -2.5583 -2.0490
H 0.6691 -5.6663 -2.4540
H 1.8382 -4.3133 -2.6074
H 1.5490 -5.4090 -3.9770
C 3.5863 4.4521 1.0243
C 4.7469 3.5358 0.7427
C 5.7074 3.9458 -0.3415
O 4.9043 2.4920 1.3741
H 2.9773 4.0290 1.8304
H 3.9542 5.4312 1.3409
H 2.9647 4.5497 0.1307
H 6.1700 4.9024 -0.0857
H 5.1803 4.0209 -1.2958
H 6.4943 3.1897 -0.4341
C -3.8183 -4.4608 0.0632
C -2.9908 -3.2722 0.4734
C -3.6579 -2.2215 1.3203
O -1.8148 -3.1635 0.1298
H -3.2067 -5.1363 -0.5446
H -4.1589 -5.0004 0.9504
H -4.6726 -4.1307 -0.5331
H -3.9914 -2.6612 2.2636
H -4.5050 -1.7917 0.7801
H -2.9408 -1.4233 1.5399
C 1.7711 4.5069 5.4376
C 0.9205 4.7725 4.2244
C -0.5422 5.0478 4.4494
O 1.4022 4.7647 3.0926
H 2.8044 4.3246 5.1234
H 1.7552 5.3761 6.1000
H 1.4037 3.6216 5.9623
H -0.6613 5.9411 5.0677
H -1.0127 4.1866 4.9301
H -1.0313 5.2214 3.4849
C -2.4689 -6.3584 5.1102
C -2.9129 -5.3492 4.0853
C -2.0167 -5.1276 2.8962
O -3.9673 -4.7292 4.2145
H -3.2134 -6.4131 5.9116
H -2.3807 -7.3442 4.6468
H -1.5123 -6.0535 5.5416
H -1.9083 -6.0587 2.3342
H -1.0399 -4.7680 3.2291
H -2.4635 -4.3726 2.2407
*
```

Properties
**SMILES string**: CB(O)OC(=O)OCCO.CC(C)=O.CC(C)=O.CC(C)=O.CC(C)=O.CC(C)=O.CC(C)=O
**Highest occupied orbital energy**: -9.21 eV

=====

4.
ORCA calculation (wB97M-V/def2-TZVPD) on one molecule with the formula C20H29NO2.

The geometry in ORCA input format:
```
! wB97M-V def2-TZVPD RIJCOSX def2/J DEFGRID3
* xyz 0 1
C -5.0590 -1.8821 -3.0806
C -3.6085 -2.2165 -2.7083
N -2.8571 -1.1466 -2.0891
C -3.2897 -0.7984 -0.7412
C -2.1544 -0.8152 0.1709
C -1.2060 -0.9045 0.8985
C -0.0379 -1.0066 1.7493
C 1.1419 -0.2024 1.1572
O 1.3523 -0.7519 -0.1268
C 0.7781 1.2757 1.1066
C 0.7606 1.9714 -0.0945
C 0.4385 3.3177 -0.1264
C 0.1334 3.9913 1.0416
C 0.1487 3.3061 2.2448
C 0.4681 1.9619 2.2766
C 2.4041 -0.3810 2.0408
C 3.5394 0.5826 1.6605
C 4.8036 -0.1641 2.0718
C 4.5096 -1.5949 1.6282
C 3.0186 -1.7939 1.9356
C -2.6292 -0.0019 -2.9436
C -1.4184 0.8188 -2.4839
O -0.2175 0.0975 -2.5404
H -5.5430 -2.7602 -3.5002
H -5.6215 -1.5652 -2.2045
H -5.0919 -1.0850 -3.8195
H -3.5953 -3.0667 -2.0199
H -3.0669 -2.5157 -3.6107
H -4.0163 -1.5359 -0.3841
H -3.7721 0.1920 -0.7119
H -0.2773 -0.6429 2.7497
H 0.2556 -2.0569 1.8156
H 2.1266 -0.3373 -0.5226
H 0.9740 1.4594 -1.0204
H 0.4262 3.8382 -1.0729
H -0.1172 5.0417 1.0175
H -0.0900 3.8214 3.1641
H 0.4760 1.4500 3.2279
H 2.1189 -0.1863 3.0774
H 3.4366 1.5492 2.1519
H 3.5536 0.7574 0.5816
H 5.7021 0.2440 1.6108
H 4.9220 -0.1233 3.1559
H 4.6887 -1.6881 0.5558
H 5.1349 -2.3260 2.1385
H 2.8880 -2.3340 2.8733
H 2.5343 -2.3667 1.1450
H -3.5018 0.6765 -2.9892
H -2.4257 -0.3732 -3.9508
H -1.5881 1.2057 -1.4697
H -1.2940 1.6688 -3.1618
H -0.2561 -0.6038 -1.8743
*
```

Properties
**SMILES string**: CCN(CC#CC[C@@](O)(c1ccccc1)C1CCCC1)CCO
**Energy relative to the best compared isomer or geometry (same formula, charge and spin)**: 2.5154 eV
**Highest occupied orbital energy**: -8.39 eV

=====

5.
ORCA calculation (wB97M-V/def2-TZVPD) on a 12-piece molecular cluster, C7H35NO11 overall in a non-equilibrium geometry.

The geometry in ORCA input format:
```
! wB97M-V def2-TZVPD RIJCOSX def2/J DEFGRID3
* xyz 0 1
C 1.4254 3.4858 2.6097
C 2.1310 2.1521 2.6027
C 2.2437 1.3537 1.5402
C 2.7653 -0.0379 1.7668
N 1.7046 -1.0517 1.5524
C 1.4742 -1.5488 0.2610
C 1.1015 -2.7744 -0.0668
C 0.8971 -3.1365 -1.5326
H 0.3660 3.4308 2.3322
H 1.8314 4.1163 1.8072
H 1.3978 3.9112 3.6071
H 2.4529 1.7525 3.5671
H 2.1794 1.6660 0.4980
H 3.0134 -0.1645 2.8181
H 3.6031 -0.2377 1.0797
H 1.6248 -1.7277 2.2861
H 1.4284 -0.6556 -0.3820
H 0.7645 -3.5875 0.5644
H 1.0480 -2.1947 -2.0688
H -0.0663 -3.5154 -1.8773
H 1.6631 -3.8852 -1.7360
O -1.0020 0.2363 2.3527
H -0.2059 0.7138 2.1403
H -1.0141 -0.7397 2.4983
O -2.7301 -0.5571 -2.8755
H -1.8660 -0.6535 -3.3762
H -2.4837 -0.1167 -2.0518
O 0.8041 4.4267 -1.8817
H 0.2574 4.7086 -1.1703
H 0.2468 4.2660 -2.6557
O -1.4191 -4.1805 0.6434
H -2.0924 -4.4682 1.2580
H -1.9416 -4.1823 -0.1826
O 3.3793 3.2117 -1.4699
H 2.4820 3.5129 -1.7672
H 3.8874 3.0572 -2.2834
O 0.3678 1.9367 -1.7613
H -0.4464 1.8719 -1.2725
H 0.9718 2.1827 -1.0526
O -2.7085 -2.9873 -1.4313
H -3.1021 -2.1093 -1.3559
H -2.4958 -2.9974 -2.3755
O -2.1055 1.0027 -0.2146
H -3.0159 0.7563 0.0540
H -1.5959 0.3292 0.3236
O -0.4023 -0.0670 -4.4535
H -0.1040 0.5422 -5.1387
H 0.0949 0.2964 -3.6636
O -3.5157 0.1154 1.7253
H -3.0100 -0.7287 1.8003
H -2.7745 0.6503 2.0899
O -2.2018 -2.3193 2.2613
H -3.0730 -2.3876 2.7058
H -2.2349 -2.6729 1.3516
*
```

Properties
**SMILES string**: C/C=C/CN/C=C/C.O.O.O.O.O.O.O.O.O.O.O
**Energy relative to the best compared isomer or geometry (same formula, charge and spin)**: 1.2394 eV
**Highest occupied orbital energy**: -7.74 eV

=====

6.
ORCA calculation (wB97M-V/def2-TZVPD) on C28H36F3N4P2SZn as an isolated structure in a non-equilibrium geometry.

The geometry in ORCA input format:
```
! wB97M-V def2-TZVPD RIJCOSX def2/J DEFGRID3
* xyz 1 1
Zn 0.1274 1.4363 -0.7902
C 3.8235 1.4215 -1.0255
P 2.3377 0.3658 -1.1001
C 2.5519 -0.4902 0.4986
N 3.7280 -1.0453 0.6386
C 4.0324 -1.6575 1.7943
C 5.2827 -2.2829 1.9667
C 5.5673 -2.8812 3.1630
C 4.6310 -2.8810 4.2157
C 3.4091 -2.2852 4.0791
C 3.0868 -1.6534 2.8626
N 1.9133 -1.0184 2.7169
C 1.6237 -0.4649 1.5669
P 0.0305 0.4305 1.5326
C 0.2158 1.3904 3.0781
C -1.2355 -0.9096 1.9220
C -1.1360 -1.9510 0.8074
C -2.6035 -0.2245 1.8834
C -1.0285 -1.5680 3.2815
C 2.7241 -0.9134 -2.4129
C 2.4985 -0.2048 -3.7505
C 4.1461 -1.4584 -2.3473
C 1.7152 -2.0465 -2.2326
H 4.6795 0.8082 -0.7428
H 3.6667 2.2012 -0.2809
H 3.9738 1.8937 -1.9950
H 5.9822 -2.2773 1.1440
H 6.5225 -3.3652 3.3039
H 4.8862 -3.3694 5.1439
H 2.6735 -2.2850 4.8686
H 0.6314 0.7573 3.8605
H -0.7510 1.7925 3.3745
H 0.8907 2.2242 2.8863
H -1.2714 -1.4912 -0.1722
H -1.9095 -2.7039 0.9341
H -0.1727 -2.4580 0.8326
H -2.8196 0.1685 0.8899
H -2.6565 0.5918 2.6038
H -3.3804 -0.9425 2.1405
H -0.0429 -2.0196 3.3539
H -1.7758 -2.3514 3.4006
H -1.1512 -0.8541 4.0929
H 3.1675 0.6488 -3.8627
H 1.4685 0.1429 -3.8441
H 2.7035 -0.8952 -4.5658
H 4.8782 -0.6981 -2.6078
H 4.2363 -2.2726 -3.0643
H 4.3743 -1.8452 -1.3577
H 0.6944 -1.6607 -2.1991
H 1.9122 -2.5927 -1.3104
H 1.7884 -2.7428 -3.0650
N -0.6765 4.9998 -1.2421
C 0.5841 5.0149 -0.8141
N 1.2884 6.1482 -0.8557
S 1.3227 3.6422 -0.1943
H -1.1327 5.8364 -1.5676
H -1.1972 4.1374 -1.2436
H 0.9092 7.0099 -1.2096
H 2.2403 6.1354 -0.5288
F -9.0175 0.1789 -0.8434
C -8.2806 -0.4361 -1.7782
F -8.4331 -1.7576 -1.5747
F -8.8693 -0.1677 -2.9584
C -6.8295 -0.0310 -1.7692
C -5.9519 -0.6664 -2.6443
C -4.6207 -0.2978 -2.6793
C -4.1581 0.7064 -1.8298
C -5.0442 1.3300 -0.9488
C -6.3756 0.9679 -0.9166
C -2.7852 1.0618 -1.7608
C -1.6244 1.3653 -1.5935
H -6.3180 -1.4494 -3.2906
H -3.9333 -0.7879 -3.3522
H -4.6782 2.0968 -0.2826
H -7.0566 1.4531 -0.2337
*
```

Properties
**Energy relative to the best compared isomer or geometry (same formula, charge and spin)**: 0.3654 eV
**Highest occupied orbital energy**: -10.84 eV

=====

Number 1: electronic energy -286.57695 a.u., orbital gap 10.888 eV. Number 2: electronic energy -324.89785 a.u., orbital gap 10.492 eV. Number 3: electronic energy -1717.66211 a.u., orbital gap 8.976 eV. Number 4: electronic energy -984.66329 a.u., orbital gap 9.207 eV. Number 5: electronic energy -1170.02110 a.u., orbital gap 7.999 eV. Number 6: electronic energy -4467.27539 a.u., orbital gap 7.479 eV.